(one)
The following is a quantum chemistry calculation of C17H20N2O3S in the gas phase, from the OMol25 dataset.

Summary:
E_LUMO: -0.1395 eV
HOMO-LUMO gap: 8.13 eV
SMILES: CCOC(=O)NC(=O)CSc1cc(C)c2cc(C)cc(C)c2n1

ORCA input file:
```
! RIJCOSX wB97M-V def2-TZVPD def2/J DEFGRID3
* xyz 0 1
C 5.0002 -2.9878 2.8358
C 4.9506 -2.2337 1.4902
O 4.1299 -1.0101 1.6339
C 2.9053 -1.0153 1.1579
O 2.4586 -1.7447 0.2890
N 2.1020 0.0604 1.4080
C 2.2857 1.1303 2.2875
O 3.1057 1.1391 3.1884
C 1.3878 2.3456 2.0775
S 1.4752 2.9697 0.3175
C 0.1266 2.1972 -0.4879
C -0.3214 2.7445 -1.6391
C -1.4352 2.1806 -2.3055
C -1.9357 2.7093 -3.5801
C -2.0552 1.0769 -1.6486
C -3.1896 0.4529 -2.1796
C -3.7175 -0.6841 -1.5835
C -5.0154 -1.2677 -2.1337
C -3.1104 -1.2716 -0.4816
C -1.9945 -0.6455 0.0786
C -1.3311 -1.2398 1.3297
C -1.4800 0.5153 -0.5084
N -0.4083 1.1285 0.0520
H 3.9859 -3.2411 3.1773
H 5.5141 -2.3840 3.5705
H 5.5454 -3.9165 2.6930
H 5.9128 -1.9226 1.1245
H 4.5496 -2.9286 0.7520
H 1.3397 0.2063 0.7494
H 0.3514 2.0935 2.3932
H 1.7232 3.1404 2.7734
H 0.2049 3.5941 -2.1044
H -1.2820 3.4695 -3.9424
H -1.9676 1.8948 -4.3173
H -2.9693 3.1339 -3.4484
H -3.7488 0.9006 -3.0314
H -4.8859 -1.6579 -3.1591
H -5.8073 -0.5199 -2.1183
H -5.3493 -2.0927 -1.5296
H -3.5531 -2.1491 -0.0035
H -1.7621 -2.2362 1.5321
H -0.2660 -1.3634 1.1331
H -1.4688 -0.5712 2.1580
*
```



(two)
The following is a quantum chemistry calculation of C17H20N2O3S in the gas phase, from the OMol25 dataset.

Summary:
E_LUMO: 0.5120 eV
HOMO-LUMO gap: 9.21 eV
SMILES: CN(c1ccc(C(=O)NCCc2ccccc2)cc1)S(C)(=O)=O

ORCA input file:
```
! RIJCOSX wB97M-V def2-TZVPD def2/J DEFGRID3
* xyz 0 1
C 3.2439 -0.8880 -2.8892
N 2.0605 -0.1000 -2.6414
C 1.0832 -0.5637 -1.7666
C -0.1088 0.1473 -1.5976
C -1.0646 -0.2926 -0.7088
C -0.8697 -1.4431 0.0522
C -1.9172 -1.7825 1.0524
O -3.0792 -1.4553 0.9164
N -1.4754 -2.4724 2.1441
C -2.2449 -2.4515 3.3657
C -1.7278 -1.3544 4.3185
C -1.5713 -0.0708 3.5515
C -2.6746 0.7237 3.2688
C -2.5479 1.8435 2.4681
C -1.3157 2.1849 1.9363
C -0.2082 1.4067 2.2213
C -0.3375 0.2864 3.0228
C 0.2944 -2.1748 -0.1459
C 1.2545 -1.7478 -1.0439
S 2.1736 1.5466 -2.9893
C 2.3619 2.3084 -1.3551
O 0.9637 2.0203 -3.5827
O 3.3887 1.7360 -3.7204
H 3.8345 -1.0401 -1.9802
H 3.8418 -0.3384 -3.6110
H 2.9684 -1.8541 -3.3132
H -0.2878 1.0297 -2.1873
H -1.9852 0.2551 -0.5789
H -0.4788 -2.5757 2.2574
H -2.1977 -3.4313 3.8490
H -3.2755 -2.2401 3.0734
H -2.4381 -1.2353 5.1374
H -0.7653 -1.6599 4.7358
H -3.6411 0.4537 3.6678
H -3.4159 2.4470 2.2490
H -1.2199 3.0538 1.3020
H 0.7600 1.6675 1.8166
H 0.5344 -0.3173 3.2386
H 0.4560 -3.1053 0.3798
H 2.1392 -2.3483 -1.1765
H 2.3598 3.3813 -1.4973
H 3.3092 1.9794 -0.9493
H 1.5309 2.0024 -0.7327
*
```



Ranked by calculated energy, most stable first: (one), (two).



(one)
The following is a quantum chemistry calculation of 13 unconnected molecules or ions with the total composition C26H78O26, from the OMol25 dataset.

Summary:
E_LUMO: -0.2688 eV
HOMO-LUMO gap: 8.98 eV

ORCA input file:
```
! RIJCOSX wB97M-V def2-TZVPD def2/J DEFGRID3
* xyz 0 1
C 2.3846 1.6427 3.8305
C 2.9634 0.7427 2.6872
O 2.4926 -0.5513 2.9063
O 1.0008 1.8669 3.7987
H 2.9170 2.5936 3.8103
H 2.5137 1.1782 4.8081
H 4.0520 0.6875 2.6886
H 2.6272 1.1447 1.7315
H 3.0055 -1.1788 2.3918
H 0.5447 1.0223 3.8113
C -4.3231 -1.3743 0.9812
C -5.3641 -2.3176 0.3241
O -5.7771 -1.7853 -0.8808
O -4.8082 -0.0781 1.3318
H -3.5269 -1.2415 0.2487
H -3.9251 -1.7288 1.9320
H -6.2180 -2.4145 0.9946
H -5.0903 -3.3599 0.1606
H -6.2974 -0.9950 -0.7184
H -4.1556 0.6242 1.3812
C 1.3488 -2.7730 5.3225
C 0.3810 -1.5816 5.4123
O 0.1409 -1.1821 4.0502
O 1.7664 -3.1141 6.7279
H 2.3012 -2.6351 4.8105
H 0.8471 -3.6630 4.9427
H 0.7608 -0.7774 6.0425
H -0.5868 -1.8985 5.8008
H 0.9625 -0.9650 3.6037
H 1.0638 -3.6924 7.0338
C -2.1407 1.5831 -3.7361
C -3.0587 1.4037 -4.9649
O -3.1860 0.0016 -5.2623
O -0.7593 1.2949 -3.9914
H -2.4902 0.9881 -2.8923
H -2.2207 2.6478 -3.5165
H -2.7282 2.0277 -5.7954
H -4.0724 1.7597 -4.7810
H -3.7947 -0.0391 -6.0036
H -0.3605 2.0675 -4.3984
C -2.1977 2.6535 3.6864
C -2.1092 1.7703 2.4005
O -3.2148 1.9009 1.6119
O -2.1044 4.0043 3.3242
H -1.2463 2.4164 4.1626
H -2.9836 2.3909 4.3946
H -2.0803 0.7206 2.6929
H -1.1866 1.9860 1.8616
H -3.1025 2.6511 1.0235
H -2.9920 4.2851 3.0897
C -1.4272 5.3151 -1.5036
C -1.4582 3.8828 -0.9282
O -2.8790 3.6458 -0.5613
O -0.1293 5.6423 -1.9683
H -1.9077 6.0453 -0.8525
H -2.0471 5.3000 -2.4000
H -0.8977 3.9456 0.0045
H -1.0522 3.1183 -1.5906
H -3.3753 3.3758 -1.3374
H -0.1207 5.2637 -2.8504
C 0.2815 -4.0592 1.3796
C -0.4727 -4.5483 2.5641
O -1.3501 -3.5510 3.0807
O 1.0691 -2.8749 1.6614
H -0.4418 -3.7825 0.6126
H 0.7954 -4.8703 0.8636
H 0.2015 -4.8624 3.3609
H -1.0155 -5.4559 2.3000
H -0.9460 -2.6935 3.2319
H 1.8753 -3.1933 2.0741
C 4.9409 -2.3680 -0.2381
C 5.5351 -1.3890 0.7574
O 5.5329 -1.9331 2.0967
O 5.6936 -3.5504 -0.1472
H 5.0274 -1.9118 -1.2243
H 3.8738 -2.5360 -0.0926
H 4.9785 -0.4566 0.6634
H 6.5724 -1.1427 0.5304
H 5.8880 -1.2739 2.6975
H 5.6551 -3.9971 0.7016
C 0.8629 -3.4286 -5.7166
C 1.1618 -2.3548 -4.6442
O 0.5317 -2.8474 -3.4907
O -0.5447 -3.4211 -6.0252
H 1.1643 -4.3915 -5.3043
H 1.3828 -3.3369 -6.6703
H 0.6113 -1.4500 -4.9019
H 2.2431 -2.2358 -4.5752
H -0.3526 -2.4748 -3.4620
H -0.9382 -4.1766 -5.5824
C 1.9966 4.4403 1.1181
C 1.0785 5.5869 1.5588
O 0.7671 5.3734 2.9139
O 1.2781 3.2456 1.3364
H 2.8458 4.4043 1.8004
H 2.3467 4.4838 0.0867
H 0.0999 5.6559 1.0837
H 1.5357 6.5552 1.3551
H 0.0040 4.8024 3.0289
H 1.1265 3.1809 2.2821
C -2.7605 -3.6503 -2.0302
C -3.0887 -2.4423 -2.8917
O -2.0529 -1.9382 -3.6702
O -2.2647 -4.7239 -2.7139
H -3.6641 -3.9453 -1.4967
H -2.0040 -3.3592 -1.3014
H -3.3336 -1.5647 -2.2933
H -3.9324 -2.6490 -3.5502
H -2.3669 -1.2281 -4.2348
H -1.3399 -4.8469 -2.4879
C 3.3951 2.0606 -1.4586
C 2.7161 2.4318 -2.8522
O 3.4858 2.7906 -3.9894
O 4.0626 0.8441 -1.7367
H 2.7164 1.9647 -0.6111
H 4.1537 2.7938 -1.1845
H 2.0125 3.2539 -2.7210
H 2.0301 1.7002 -3.2791
H 3.0405 2.5192 -4.7954
H 3.4041 0.1569 -1.6115
C -0.4178 0.1407 -0.0385
C 0.5135 -0.3947 -1.1289
O 1.8152 -0.5313 -0.5159
O -0.8804 -0.8163 0.8293
H -1.3139 0.5511 -0.5040
H 0.0800 0.9419 0.5077
H 0.6126 0.4403 -1.8224
H 0.1473 -1.2951 -1.6222
H 1.8048 -1.3212 0.0297
H -0.1445 -1.2881 1.2262
*
```



(two)
The following is a quantum chemistry calculation of 13 unconnected molecules or ions with the total composition C26H78O26, from the OMol25 dataset.

Summary:
E_LUMO: -0.2799 eV
HOMO-LUMO gap: 9.14 eV

ORCA input file:
```
! RIJCOSX wB97M-V def2-TZVPD def2/J DEFGRID3
* xyz 0 1
C 3.4685 -3.6611 -4.1537
C 2.6512 -2.4557 -3.6513
O 1.4899 -2.8344 -2.9265
O 4.8040 -3.1453 -4.5644
H 3.1457 -4.2066 -5.0404
H 3.5041 -4.4469 -3.3992
H 2.3834 -1.9048 -4.5529
H 3.1562 -1.7793 -2.9617
H 1.0006 -3.4504 -3.4768
H 5.5269 -3.7746 -4.5085
C -1.7550 3.1955 -1.8388
C -2.4781 1.8942 -1.4974
O -3.0375 1.7608 -0.1207
O -0.8845 3.8157 -0.8839
H -2.5492 3.9154 -2.0363
H -1.1199 3.1117 -2.7208
H -1.9031 0.9722 -1.5825
H -3.3775 1.7457 -2.0950
H -2.4960 2.3162 0.4449
H -0.6605 4.5756 -1.4261
C -0.8718 5.8090 3.3970
C -0.4797 5.4022 1.9111
O -1.0417 4.1671 1.7205
O -0.3348 4.9309 4.3203
H -1.9550 5.9155 3.3377
H -0.5683 6.8206 3.6665
H 0.5989 5.4595 1.7647
H -0.6537 6.1641 1.1512
H -0.8431 4.0480 0.7889
H -0.1124 4.0573 3.9903
C -2.3198 1.5935 5.1846
C -2.2761 1.7256 3.6642
O -3.5251 2.2883 3.1411
O -2.2892 2.8408 5.9447
H -1.5181 0.9223 5.4929
H -3.1572 0.9513 5.4576
H -2.2029 0.7299 3.2269
H -1.5053 2.3373 3.1953
H -3.4488 3.2446 3.1045
H -1.5251 3.3210 5.6173
C 2.6534 -3.7135 1.3811
C 3.8048 -2.8648 2.0314
O 4.6546 -3.6691 2.8174
O 1.5185 -3.7593 2.2564
H 2.9765 -4.7074 1.0717
H 2.0892 -3.2385 0.5785
H 3.4291 -1.9146 2.4111
H 4.4525 -2.7563 1.1615
H 4.3363 -3.6321 3.7223
H 0.8830 -4.3831 1.8976
C -2.4028 -3.2612 4.4301
C -1.0914 -2.7089 5.0797
O -0.2767 -1.8242 4.2970
O -2.2262 -3.6790 3.0998
H -3.2467 -2.5796 4.3230
H -2.6918 -4.1464 4.9967
H -0.5431 -3.6092 5.3571
H -1.2138 -2.2898 6.0785
H -0.4058 -2.1465 3.4019
H -2.1311 -4.6233 2.9559
C 3.1128 3.1094 -1.8447
C 3.8120 2.1578 -0.9479
O 4.4069 2.8850 0.1527
O 4.0041 3.8990 -2.6376
H 2.4721 3.7009 -1.1906
H 2.4065 2.5615 -2.4684
H 4.5936 1.5710 -1.4305
H 3.2103 1.2808 -0.7097
H 3.7337 3.1040 0.8011
H 4.6181 4.4142 -2.1093
C 0.9536 1.1375 -5.2016
C 2.3363 1.6339 -5.6488
O 3.1546 0.5882 -6.1070
O 0.0962 2.1839 -4.8743
H 0.8762 0.4697 -4.3436
H 0.4615 0.4901 -5.9273
H 2.6941 2.1940 -4.7848
H 2.2782 2.4438 -6.3760
H 3.2992 0.7171 -7.0472
H 0.0730 2.7249 -5.6670
C 0.8888 -0.6029 -0.2381
C 0.2540 0.2603 0.9961
O 0.4547 1.6261 0.8008
O 0.5024 -0.2517 -1.5409
H 0.5607 -1.6206 -0.0266
H 1.9778 -0.6236 -0.2791
H 0.6330 0.0424 1.9946
H -0.8214 0.0953 1.0628
H 0.1926 1.8783 -0.0876
H 0.5949 -1.0390 -2.0823
C -0.9191 -4.6652 0.0678
C -0.7366 -5.7050 -1.1457
O 0.7173 -5.9313 -1.2418
O -0.6762 -5.2483 1.3592
H -1.9135 -4.2229 0.0088
H -0.3328 -3.7554 -0.0610
H -1.2926 -5.4657 -2.0522
H -1.1974 -6.6386 -0.8230
H 1.0807 -5.7615 -2.1140
H -0.7849 -6.1913 1.2158
C -4.3506 -1.3172 0.4183
C -4.9875 -0.6000 1.6124
O -5.6505 0.5383 1.2983
O -5.1795 -1.4168 -0.6704
H -3.9803 -2.3044 0.6946
H -3.4786 -0.7612 0.0738
H -4.2414 -0.4029 2.3821
H -5.8379 -1.2168 1.9032
H -4.9528 1.1846 1.1676
H -6.0997 -1.2738 -0.4371
C 2.9510 3.0439 3.2499
C 2.0256 2.5749 4.2805
O 0.9743 1.6462 3.8522
O 2.3568 3.4653 2.0220
H 3.6237 2.1935 3.1390
H 3.5036 3.9038 3.6285
H 1.3968 3.3430 4.7308
H 2.6172 2.0843 5.0536
H 1.1155 0.8949 4.4329
H 1.4376 3.1885 2.0100
C -1.5133 -1.4311 -5.7491
C -2.8638 -0.8248 -5.4975
O -2.7581 0.4637 -4.8662
O -0.8597 -1.7422 -4.4935
H -0.6734 -0.9880 -6.2842
H -1.6469 -2.3256 -6.3575
H -3.3912 -1.4159 -4.7488
H -3.4644 -0.7145 -6.4004
H -1.9795 0.3618 -4.3139
H -1.2761 -2.4638 -4.0166
*
```



Ranked by calculated energy, most stable first: (one), (two).



(one)
The following is a quantum chemistry calculation of 2 unconnected molecules or ions with the total composition C8H12NO, from the OMol25 dataset.

Summary:
E_LUMO (spin up / spin down): -4.5955 / -4.5787 eV
HOMO-LUMO gap (spin up / spin down): 8.82 / 6.76 eV

ORCA input file:
```
! RIJCOSX wB97M-V def2-TZVPD def2/J DEFGRID3
* xyz 1 1
C -3.1831 0.6294 -1.1238
C -1.8843 1.1787 -1.0658
C -3.0277 -0.5767 -0.4445
C -1.0004 0.2725 -0.3580
C 1.3399 2.1339 -0.2358
C 0.3591 0.2519 -0.2502
C 2.1515 -1.2728 -0.1928
C 1.1934 -0.5839 1.8952
N 0.9911 -0.7665 0.4860
O -1.7625 -0.7896 -0.0208
H -4.1050 0.8482 -1.6260
H -1.5437 2.2265 -1.1943
H -3.7711 -1.3036 -0.3250
H 2.1536 2.0804 -0.8788
H 0.6665 2.9982 -0.4763
H 1.8014 -1.4194 -1.2501
H 2.9583 -0.5528 -0.2682
H 2.5676 -2.3304 0.1417
H 2.0512 0.0715 2.1128
H 0.3514 -0.0597 2.5175
H 1.3404 -1.5373 2.1759
H 0.3525 -1.4986 0.3812
*
```



(two)
The following is a quantum chemistry calculation of a gas-phase ion, C8H12NO (charge +1), from the OMol25 dataset.

Summary:
E_LUMO: -5.2754 eV
HOMO-LUMO gap: 8.25 eV

ORCA input file:
```
! RIJCOSX wB97M-V def2-TZVPD def2/J DEFGRID3
* xyz 1 1
C -1.0490 1.7496 -0.3875
C -1.9906 1.0210 -0.1943
C 0.2793 2.0361 -0.0883
C -0.1739 -0.1903 1.3158
C -1.1738 -1.0515 0.5959
C 0.7986 0.6113 0.3420
C -2.3039 -0.3079 0.0333
C 2.3159 -1.0127 -0.8069
N 1.0152 -0.3869 -0.7659
O -3.3165 -1.0362 -0.4872
H 0.8381 2.4814 -0.8396
H 0.2107 2.7805 0.7121
H -0.5032 0.4903 1.9698
H 0.5379 -0.7701 1.8368
H -0.4199 -1.2853 -0.3407
H -1.6601 -2.0198 1.0917
H 1.7212 0.7719 1.0887
H 2.1985 -1.9295 -0.2302
H 2.6375 -1.0673 -1.8307
H 3.1516 -0.4613 -0.4774
H 0.8239 -0.0347 -1.6228
H -3.9374 -0.3887 -0.9148
*
```



Ranked by calculated energy, most stable first: (two), (one).